(1)
A 2-piece molecular cluster, C9H15N2O2 overall. Source: the OMol25 dataset; level of theory: ωB97M-V with the def2-TZVPD basis set.

Properties
total charge	+1
frontier orbital gap	0.3587	Ha
energy above the lowest of the compared OMol25 structures with the same formula, charge and spin	37.36	kcal per mole
lowest unoccupied orbital energy	-2.84	eV

Last column: natural (NBO) charge in e.
Geometry (Å):
1 C 0.65 2.55 -2.58  -0.178
2 C 0.85 2.70 -1.21  -0.188
3 C 0.08 1.39 -3.08  -0.184
4 C 0.48 1.69 -0.34  -0.236
5 C -0.30 0.38 -2.22  -0.235
6 C -0.10 0.53 -0.85  0.146
7 C -1.69 -1.61 1.82  -0.699
8 C 1.12 -2.14 -0.64  -0.269
9 C -1.10 -0.41 1.16  0.758
10 N -0.49 -0.54 0.00  -0.129
11 N 0.67 -0.35 2.56  -1.043
12 O -1.53 0.79 1.48  -0.629
13 O -0.26 -1.82 -0.46  -0.339
14 H 0.94 3.34 -3.25  0.234
15 H 1.30 3.60 -0.83  0.233
16 H -0.08 1.28 -4.14  0.235
17 H 0.64 1.80 0.72  0.220
18 H -0.75 -0.53 -2.59  0.239
19 H -1.86 -1.44 2.88  0.240
20 H -2.65 -1.83 1.34  0.268
21 H -1.06 -2.49 1.69  0.269
22 H 1.11 -3.13 -1.09  0.229
23 H 1.65 -2.17 0.31  0.178
24 H 1.60 -1.43 -1.32  0.203
25 H 1.51 -0.10 2.07  0.387
26 H 0.84 -1.23 3.04  0.387
27 H 0.52 0.36 3.28  0.387
28 H -2.11 0.79 2.26  0.519

(2)
One molecule with the formula C9H15N2O2P at a distorted geometry. Source: the OMol25 dataset; level of theory: ωB97M-V with the def2-TZVPD basis set.

Properties
multiplicity	3
expectation value of S²	2.011
frontier orbital gap (spin up / spin down)	0.1680 / 0.2115	Ha
energy above the lowest of the compared OMol25 structures with the same formula, charge and spin	0.00	kcal per mole
lowest unoccupied orbital energy (spin up / spin down)	0.54 / -2.59	eV

Last column: Mulliken spin population.
Geometry (Å):
1 C -4.46 -0.25 -0.48  0.209
2 C -3.77 -1.39 -0.06  0.362
3 C -3.70 0.89 -0.59  0.244
4 C -2.39 -1.24 0.15  0.391
5 C -2.30 1.02 -0.55  0.320
6 C -1.59 -0.08 -0.05  0.145
7 C 3.54 -0.04 0.00  0.000
8 C 1.87 -1.41 -1.23  0.003
9 C 1.74 1.37 2.17  -0.003
10 N -0.20 -0.11 0.17  0.191
11 N 2.18 -0.44 -0.18  -0.001
12 O 1.01 1.58 -1.61  0.002
13 O 1.47 1.84 0.91  0.007
14 P 1.10 0.90 -0.32  0.006
15 H -5.54 -0.09 -0.73  -0.001
16 H -4.31 -2.26 -0.13  0.067
17 H -4.30 1.66 -1.10  0.036
18 H -1.77 -2.05 0.40  0.020
19 H -1.75 1.93 -0.72  0.017
20 H 3.49 0.70 0.76  0.000
21 H 4.06 -0.96 0.20  0.000
22 H 4.04 0.49 -0.86  0.000
23 H 0.99 -1.94 -0.98  -0.002
24 H 1.99 -0.82 -2.20  0.000
25 H 2.66 -2.16 -1.11  0.001
26 H 1.69 0.29 2.32  0.001
27 H 1.21 1.80 2.94  -0.001
28 H 2.82 1.76 2.32  0.000
29 H 0.21 -0.97 0.55  -0.012

(3)
An isolated ion of composition C9H15N2O3 and charge +1 at a distorted geometry. Source: the OMol25 dataset; level of theory: ωB97M-V with the def2-TZVPD basis set.

Properties
total charge	+1
frontier orbital gap	0.3285	Ha
energy above the lowest of the compared OMol25 structures with the same formula, charge and spin	36.63	kcal per mole
lowest unoccupied orbital energy	-2.95	eV
SMILES	CCOC(=O)C[C@]1(O)[NH2+]C=CC=C1N

Last column: natural (NBO) charge in e.
Geometry (Å):
1 C 3.04 1.49 -0.19  -0.144
2 C 3.39 0.16 -0.43  -0.375
3 C 1.90 1.87 0.37  -0.123
4 C 2.51 -0.87 -0.41  0.255
5 C -1.36 0.17 -0.34  0.822
6 C 0.93 -0.46 0.24  0.437
7 C -4.17 -0.08 0.82  -0.639
8 C -0.08 -0.39 -0.92  -0.550
9 C -3.59 0.31 -0.53  -0.103
10 N 2.68 -2.13 -0.92  -0.811
11 N 1.10 0.87 0.95  -0.613
12 O -1.45 1.14 0.39  -0.629
13 O 0.60 -1.40 1.12  -0.721
14 O -2.38 -0.30 -0.99  -0.442
15 H 3.63 2.19 -0.61  0.234
16 H 4.33 -0.05 -0.89  0.236
17 H 1.67 2.96 0.55  0.245
18 H -3.34 -0.05 1.66  0.217
19 H -4.93 0.66 1.05  0.239
20 H -4.72 -1.08 0.80  0.229
21 H -0.09 -1.40 -1.29  0.270
22 H 0.10 0.36 -1.73  0.287
23 H -3.47 1.38 -0.63  0.202
24 H -4.31 -0.03 -1.25  0.208
25 H 3.48 -2.68 -0.71  0.412
26 H 1.87 -2.88 -0.88  0.405
27 H 1.42 0.69 1.92  0.431
28 H 0.05 1.31 1.02  0.497
29 H 1.19 -1.76 1.80  0.525

(4)
One molecule with the formula C9H15N2O3P at a distorted geometry. Source: the OMol25 dataset; level of theory: ωB97M-V with the def2-TZVPD basis set.

Properties
frontier orbital gap	0.2928	Ha
energy above the lowest of the compared OMol25 structures with the same formula, charge and spin	79.28	kcal per mole
lowest unoccupied orbital energy	0.04	eV

Last column: natural (NBO) charge in e.
Geometry (Å):
1 C 2.38 0.85 0.21  0.422
2 C 1.23 1.25 0.85  0.368
3 C 4.18 -0.47 -0.28  -0.251
4 C 4.61 0.99 -0.08  -0.079
5 C -0.43 1.18 -0.72  -0.102
6 C -0.79 -0.34 -0.52  -0.070
7 C -2.19 0.16 1.54  -0.614
8 C -3.32 -0.09 -0.68  -0.608
9 C -2.15 -0.53 0.18  -0.218
10 N 2.76 -0.41 0.04  -0.641
11 N 0.22 -0.99 0.23  -1.089
12 O 3.39 1.73 0.07  -0.455
13 O 0.07 1.65 0.51  -0.402
14 O 1.88 -2.69 0.85  -1.004
15 P 1.53 -1.71 -0.38  1.403
16 H 4.32 -0.82 -1.30  0.208
17 H 4.68 -1.15 0.41  0.217
18 H 5.21 1.13 0.83  0.193
19 H 5.15 1.41 -0.94  0.200
20 H 0.34 1.25 -1.50  0.181
21 H -1.31 1.78 -0.99  0.203
22 H -0.88 -0.73 -1.55  0.189
23 H -1.30 -0.08 2.11  0.230
24 H -3.07 -0.17 2.10  0.206
25 H -2.25 1.24 1.43  0.195
26 H -3.33 0.99 -0.82  0.190
27 H -4.26 -0.36 -0.20  0.214
28 H -3.29 -0.56 -1.66  0.205
29 H -2.23 -1.61 0.35  0.209
30 H 1.32 -2.46 1.60  0.500

(5)
C9H15N2Pd as an isolated structure at a distorted geometry. Source: the OMol25 dataset; level of theory: ωB97M-V with the def2-TZVPD basis set.

Properties
multiplicity	3
expectation value of S²	2.008
total charge	-1
frontier orbital gap (spin up / spin down)	0.1059 / 0.2834	Ha
lowest unoccupied orbital energy (spin up / spin down)	3.17 / 3.15	eV

Last column: Mulliken spin population.
Geometry (Å):
1 C -1.38 1.32 0.16  0.177
2 Pd 0.01 -0.10 -0.37  2.152
3 N 1.49 -1.67 -0.20  -0.056
4 N 1.34 1.41 -1.17  -0.280
5 H 1.28 -2.41 -0.88  -0.063
6 H -0.17 0.80 1.06  0.251
7 H -2.09 1.04 0.93  -0.059
8 H -1.95 1.35 -0.77  -0.002
9 H -0.95 2.31 0.31  -0.025
10 H 1.68 1.22 -2.11  -0.181
11 H 2.14 1.53 -0.51  -0.011
12 H 0.84 2.30 -1.18  -0.136
13 H 2.45 -1.33 -0.30  -0.094
14 H 1.32 -2.04 0.74  -0.054
15 C -1.46 -1.33 -0.15  0.100
16 C -2.31 -2.19 0.15  0.312
17 C -3.29 -3.03 0.74  -0.115
18 C -3.89 -4.06 0.00  0.029
19 C -4.83 -4.90 0.58  -0.010
20 C -5.18 -4.72 1.94  0.007
21 C -4.60 -3.68 2.69  -0.025
22 C -3.67 -2.84 2.09  0.063
23 H -3.61 -4.17 -1.04  0.007
24 H -5.29 -5.70 -0.01  0.000
25 H -5.91 -5.38 2.40  0.002
26 H -4.89 -3.52 3.74  -0.002
27 H -3.23 -2.03 2.66  0.013

(6)
A 2-piece molecular cluster, C9H15N2S overall at a distorted geometry. Source: the OMol25 dataset; level of theory: ωB97M-V with the def2-TZVPD basis set.

Properties
multiplicity	3
expectation value of S²	2.010
total charge	+1
frontier orbital gap (spin up / spin down)	0.2018 / 0.2629	Ha
energy above the lowest of the compared OMol25 structures with the same formula, charge and spin	61.62	kcal per mole
lowest unoccupied orbital energy (spin up / spin down)	-3.61 / -6.54	eV

Last column: Mulliken spin population.
Geometry (Å):
1 C 2.18 0.59 3.06  0.027
2 C 1.04 0.23 3.66  0.039
3 C 1.02 -0.30 1.24  0.951
4 C -2.14 0.23 0.15  0.028
5 C -1.62 -1.10 -0.10  -0.019
6 C -0.93 0.86 -0.58  0.014
7 C -0.32 -0.63 -0.60  0.389
8 C -1.32 1.34 -1.97  0.020
9 C 1.48 -0.88 -2.28  0.000
10 N 2.09 0.30 1.70  -0.008
11 N 0.46 -1.33 -1.39  0.418
12 S -0.09 -0.47 2.58  0.047
13 H 3.06 1.16 3.27  0.000
14 H 0.82 0.39 4.72  0.003
15 H -3.09 0.58 -0.36  0.002
16 H -2.18 0.51 1.17  -0.011
17 H -1.51 -1.78 0.83  0.023
18 H -2.43 -1.66 -0.80  0.032
19 H -0.30 1.49 0.03  0.014
20 H -1.70 0.47 -2.47  0.004
21 H -0.67 1.88 -2.57  -0.006
22 H -2.16 1.96 -1.74  0.003
23 H 0.88 -0.80 -3.28  0.033
24 H 1.69 0.11 -2.02  0.009
25 H 2.43 -1.50 -2.22  0.009
26 H 2.75 0.69 1.13  -0.008
27 H 0.56 -2.34 -1.15  -0.014

(7)
One molecule with the formula C9H15N3O3S at a distorted geometry. Source: the OMol25 dataset; level of theory: ωB97M-V with the def2-TZVPD basis set.

Properties
frontier orbital gap	0.3565	Ha
energy above the lowest of the compared OMol25 structures with the same formula, charge and spin	2.31	kcal per mole
lowest unoccupied orbital energy	0.35	eV
SMILES	CCOCCc1nnc(NC(=O)COC)s1

Last column: natural (NBO) charge in e.
Geometry (Å):
1 C -5.58 0.14 1.61  -0.642
2 C -5.37 0.52 0.14  -0.056
3 O -4.38 -0.23 -0.51  -0.535
4 C -3.06 0.04 -0.11  -0.048
5 C -2.12 -0.66 -1.08  -0.472
6 C -0.70 -0.37 -0.78  0.076
7 N 0.19 -1.25 -0.52  -0.240
8 N 1.41 -0.77 -0.29  -0.330
9 C 1.48 0.51 -0.37  0.244
10 N 2.59 1.28 -0.18  -0.634
11 C 3.89 0.92 0.14  0.670
12 O 4.72 1.79 0.23  -0.568
13 C 4.13 -0.56 0.33  -0.175
14 O 5.44 -0.88 0.71  -0.516
15 C 6.40 -0.72 -0.31  -0.257
16 H 7.34 -1.07 0.11  0.195
17 H 6.50 0.32 -0.61  0.188
18 H 6.14 -1.33 -1.18  0.160
19 H 3.48 -0.93 1.13  0.235
20 H 3.84 -1.09 -0.60  0.209
21 H 2.46 2.28 -0.29  0.421
22 S -0.06 1.28 -0.76  0.281
23 H -2.27 -1.74 -1.03  0.250
24 H -2.36 -0.33 -2.10  0.231
25 H -2.87 -0.32 0.91  0.173
26 H -2.88 1.13 -0.13  0.159
27 H -5.14 1.59 0.07  0.157
28 H -6.29 0.32 -0.42  0.189
29 H -6.46 0.65 1.99  0.217
30 H -4.73 0.42 2.22  0.204
31 H -5.74 -0.94 1.69  0.215

(8)
An isolated ion of composition C9H15N4 and charge +1 at a distorted geometry. Source: the OMol25 dataset; level of theory: ωB97M-V with the def2-TZVPD basis set.

Properties
total charge	+1
frontier orbital gap (spin up / spin down)	0.2646 / 0.2645	Ha
energy above the lowest of the compared OMol25 structures with the same formula, charge and spin	119.27	kcal per mole
lowest unoccupied orbital energy (spin up / spin down)	-3.39 / -3.39	eV
SMILES	C[NH2+]/C=N/N[C@H]1C=CC=C/C1=C\N

Last column: natural (NBO) charge in e.
Geometry (Å):
1 C -3.60 0.33 -0.71  -0.218
2 C -2.81 1.23 -0.06  -0.144
3 C -2.98 -0.93 -1.07  -0.197
4 C -1.46 0.85 0.52  -0.160
5 C -1.87 -1.39 -0.46  -0.224
6 C -1.15 -0.60 0.55  -0.139
7 C 3.52 0.58 -1.01  -0.425
8 C -0.02 -0.92 1.24  0.057
9 C 1.31 0.33 -0.01  0.013
10 N -0.40 1.83 0.29  -0.352
11 N 0.83 1.51 0.41  -0.215
12 N 0.49 -2.17 1.11  -0.784
13 N 2.79 0.26 0.27  -0.512
14 H -4.54 0.68 -1.13  0.240
15 H -3.02 2.33 0.16  0.214
16 H -3.58 -1.78 -1.50  0.234
17 H -1.61 1.16 1.53  0.248
18 H -1.71 -2.46 -0.56  0.224
19 H 3.09 1.40 -1.43  0.233
20 H 4.54 0.59 -1.09  0.241
21 H 3.19 -0.18 -1.76  0.219
22 H 0.37 -0.55 2.12  0.210
23 H 1.18 -0.29 -0.86  0.196
24 H -0.54 2.86 0.29  0.419
25 H 1.32 -2.43 1.59  0.378
26 H 0.53 -2.46 0.16  0.369
27 H 3.15 0.91 0.98  0.452
28 H 2.99 -0.70 0.45  0.421